The following is a quantum chemistry calculation of a single C14H17F3N4O3 molecule, from OMol25.

Geometry (Å):
C  3.23  4.45  0.83
C  1.96  3.84  0.27
O  2.11  2.42  0.26
C  1.07  1.71  -0.19
O  0.05  2.27  -0.60
C  1.26  0.27  -0.10
C  2.37  -0.24  0.60
N  2.60  -1.50  0.85
C  1.67  -2.34  0.37
C  0.51  -1.98  -0.37
C  -0.09  -3.24  -0.66
N  0.62  -4.22  -0.16
N  1.68  -3.68  0.46
C  2.66  -4.49  1.13
C  0.28  -0.62  -0.63
N  -0.72  -0.16  -1.39
C  -2.01  -0.78  -1.57
C  -3.11  0.28  -1.48
C  -3.33  0.85  -0.06
O  -2.18  1.07  0.68
C  -4.18  -0.11  0.78
F  -5.35  -0.39  0.17
F  -4.50  0.42  1.97
F  -3.60  -1.29  1.02
H  4.08  4.16  0.21
H  3.40  4.10  1.84
H  3.14  5.53  0.84
H  1.09  4.11  0.87
H  1.77  4.18  -0.76
H  3.10  0.45  0.99
H  -0.98  -3.46  -1.21
H  2.20  -5.03  1.95
H  3.09  -5.21  0.42
H  3.44  -3.82  1.50
H  -0.70  0.84  -1.55
H  -2.07  -1.25  -2.56
H  -2.16  -1.55  -0.81
H  -4.06  -0.13  -1.84
H  -2.85  1.12  -2.14
H  -3.94  1.77  -0.14
H  -1.56  1.65  0.20

For the lowest unoccupied orbital energy, the calculation gives 0.63 eV. The calculation puts the largest force on an atom at 0.95 eV Å⁻¹. The SMILES is CCOC(=O)c1cnc2c(cnn2C)c1NCC[C@H](O)C(F)(F)F. As for the net charge: 0. Its HOMO energy is -0.3048 Ha. Its multiplicity is 1. The calculated total energy is -1288.0822 Eh.